{
  "formula": "C59H42FNO6S",
  "method": "ωB97M-V/def2-TZVPD",
  "symbols": ["S", "F", "O", "O", "O", "O", "O", "O", "N", "C", "C", "C", "C", "C", "C", "C", "C", "C", "C", "C", "C", "C", "C", "C", "C", "C", "C", "C", "C", "C", "C", "C", "C", "C", "C", "C", "C", "C", "C", "C", "C", "C", "C", "C", "C", "C", "C", "C", "C", "C", "C", "C", "C", "C", "C", "C", "C", "C", "C", "C", "C", "C", "C", "C", "C", "C", "C", "C", "H", "H", "H", "H", "H", "H", "H", "H", "H", "H", "H", "H", "H", "H", "H", "H", "H", "H", "H", "H", "H", "H", "H", "H", "H", "H", "H", "H", "H", "H", "H", "H", "H", "H", "H", "H", "H", "H", "H", "H", "H", "H"],
  "positions_angstrom": [[1.80, -2.47, 0.40], [-2.50, -5.16, -1.11], [-10.69, 1.76, 1.59], [-6.05, -0.08, -0.29], [3.26, 0.64, 8.09], [3.34, 3.16, -3.66], [1.62, -3.22, 4.80], [4.58, 6.39, -7.72], [2.39, 0.04, -1.38], [-3.03, -3.42, 0.70], [4.01, -3.68, -1.26], [3.29, 1.20, 5.35], [-9.63, 1.32, 1.18], [4.94, 5.82, -5.48], [-10.77, -0.59, -1.87], [2.19, -3.04, 9.76], [2.02, -2.35, 5.55], [4.61, 4.99, -4.41], [-5.98, 1.31, 2.13], [-7.16, 1.08, 1.42], [0.44, -1.49, -0.42], [6.11, 6.21, -2.97], [5.18, 5.19, -3.15], [1.72, -4.04, 8.90], [-7.21, 2.57, 3.77], [3.23, -1.12, -1.72], [-8.37, 1.59, 1.90], [5.21, -2.33, -3.20], [-3.55, -4.51, -0.36], [-1.60, 0.27, -1.92], [3.07, 3.65, -5.94], [2.49, -1.05, 5.01], [5.06, -3.64, -2.40], [0.96, -0.28, -1.29], [-8.39, 0.02, -0.55], [4.31, -1.09, -2.86], [2.06, -2.57, 7.01], [6.47, 7.03, -4.04], [2.79, 4.30, -8.25], [4.32, 5.63, -6.80], [2.51, -1.57, 7.87], [3.11, -2.48, -0.93], [2.21, 2.57, -6.15], [3.32, 1.40, 3.98], [2.57, -1.81, 9.25], [-9.55, -1.04, -2.38], [-9.60, 0.49, -0.05], [-2.08, -0.93, -1.03], [3.65, 3.88, -4.60], [-1.46, -3.10, 0.62], [-1.07, -1.84, -0.28], [2.94, 0.37, 3.12], [-0.07, 0.59, -2.06], [3.37, 4.51, -7.00], [1.65, 2.35, -7.40], [5.27, -5.08, 0.51], [5.88, 6.84, -5.29], [1.66, -3.81, 7.53], [2.52, -0.85, 3.63], [-8.39, 2.34, 3.07], [1.94, 3.23, -8.45], [2.91, -0.25, 7.34], [3.92, -5.06, -0.42], [-8.36, -0.73, -1.73], [2.89, -0.03, 5.87], [-10.79, 0.18, -0.71], [-6.01, 2.04, 3.31], [-7.12, 0.31, 0.15], [6.56, 6.37, -2.00], [-0.81, -4.00, 0.32], [-3.20, -1.10, -0.97], [4.50, -0.16, -3.49], [-7.23, 3.15, 4.69], [6.16, 7.48, -6.12], [0.99, 1.51, -7.56], [1.99, 1.88, -5.34], [1.30, -4.59, 6.87], [-2.33, 0.94, -2.50], [-4.20, -5.33, 0.14], [5.11, -5.56, 1.53], [-5.04, 0.90, 1.77], [5.61, -3.98, 0.61], [6.14, -5.62, -0.02], [2.22, -1.64, 2.95], [2.93, -1.04, 9.92], [-11.74, 0.53, -0.31], [-3.65, -2.47, 0.54], [6.01, -2.27, -4.03], [-9.32, 2.75, 3.44], [4.01, -5.98, -1.11], [3.01, 4.98, -9.07], [-5.09, 2.21, 3.86], [2.97, 0.52, 2.04], [-7.42, -1.09, -2.13], [0.31, 1.45, -2.71], [7.20, 7.82, -3.91], [1.41, -5.00, 9.30], [2.58, 0.86, -1.97], [2.24, -3.23, 10.82], [-4.27, -3.97, -1.08], [5.69, -4.58, -2.60], [4.92, 4.55, -2.32], [-11.69, -0.84, -2.37], [1.49, 3.06, -9.43], [-3.28, -3.82, 1.75], [2.99, -5.13, 0.23], [3.64, 2.36, 3.58], [-1.13, -2.84, 1.70], [-9.53, -1.63, -3.29], [3.59, 2.00, 6.02]],
  "e_homo_ev": -7.55,
  "spin_multiplicity": 1,
  "gap_ev": 6.339,
  "charge": 0
}

---

{
  "formula": "C59H45ClIInN5P",
  "method": "ωB97M-V/def2-TZVPD",
  "symbols": ["I", "In", "Cl", "P", "N", "N", "N", "N", "N", "C", "C", "C", "C", "C", "C", "C", "C", "C", "C", "C", "C", "C", "C", "C", "C", "C", "C", "C", "C", "C", "C", "C", "C", "C", "C", "C", "C", "C", "C", "C", "C", "C", "C", "C", "C", "C", "C", "C", "C", "C", "C", "C", "C", "C", "C", "C", "C", "C", "C", "C", "C", "C", "C", "C", "C", "C", "C", "C", "H", "H", "H", "H", "H", "H", "H", "H", "H", "H", "H", "H", "H", "H", "H", "H", "H", "H", "H", "H", "H", "H", "H", "H", "H", "H", "H", "H", "H", "H", "H", "H", "H", "H", "H", "H", "H", "H", "H", "H", "H", "H", "H", "H", "H"],
  "positions_angstrom": [[2.14, 1.03, 1.65], [0.17, -0.50, -0.40], [-3.52, -1.89, -2.46], [-0.99, 2.00, 1.90], [-2.00, -0.38, 0.17], [-2.81, 0.34, -0.52], [1.82, 0.38, -1.40], [-0.87, 1.40, -1.30], [-0.21, -1.69, 1.63], [3.14, 2.93, -5.26], [-3.88, 0.24, 4.13], [-1.11, 4.16, 5.34], [-2.70, 0.81, 3.68], [-1.47, -2.06, 1.72], [3.84, -0.95, -1.91], [-5.02, 1.12, 2.22], [-0.47, -2.02, -2.04], [2.65, -2.45, 4.57], [0.72, -1.99, 2.61], [-1.95, -3.10, 2.57], [3.15, 1.14, -3.14], [1.97, -2.53, 2.27], [3.44, -2.19, -1.43], [-0.38, 2.75, 3.49], [3.18, 3.40, -3.96], [-2.67, 1.55, 2.50], [2.88, 0.17, -2.03], [-2.04, 5.56, 0.00], [5.16, -0.78, -2.31], [-2.18, 4.37, 0.70], [0.48, -1.66, 3.95], [-2.80, -0.14, -4.35], [-3.25, -3.51, 2.52], [6.05, -1.84, -2.26], [-2.34, -1.00, -3.37], [2.92, -2.76, 3.25], [-1.06, 3.62, 1.03], [-1.06, 3.19, -2.84], [0.00, 3.82, 6.05], [-0.98, -1.20, -3.13], [-1.90, 0.53, -5.15], [-1.28, 3.62, 4.06], [-2.45, 3.12, -2.80], [3.15, 2.51, -2.90], [-3.03, 2.17, -1.99], [3.18, 0.67, -4.45], [5.62, -3.08, -1.82], [2.13, 2.67, 6.27], [0.20, 4.11, 0.68], [1.43, -1.88, 4.91], [0.33, 5.30, -0.01], [3.01, 1.38, 4.47], [4.31, -3.26, -1.40], [-3.84, 1.66, 1.75], [0.99, 2.97, 5.50], [1.92, 1.68, 3.68], [-2.45, -1.42, 0.88], [3.11, 1.87, 5.78], [3.15, 1.57, -5.51], [-5.05, 0.42, 3.41], [-4.17, -2.91, 1.63], [-0.54, 0.32, -4.97], [0.83, 2.44, 4.17], [-0.79, 6.03, -0.36], [-0.32, 2.31, -2.08], [-0.10, -0.53, -3.98], [-3.78, -1.87, 0.85], [-2.21, 1.31, -1.25], [-1.86, 4.81, 5.76], [7.08, -1.70, -2.56], [-2.18, 3.88, 3.51], [-0.69, 6.96, -0.90], [-5.18, -3.29, 1.58], [6.31, -3.92, -1.81], [3.21, 4.46, -3.77], [-1.79, 0.68, 4.25], [3.99, 1.63, 6.36], [-3.87, -0.01, -4.49], [3.20, -0.39, -4.65], [-3.06, 3.78, -3.40], [3.81, 0.79, 4.06], [-2.25, 1.19, -5.92], [0.96, -0.68, -3.84], [-0.57, 3.91, -3.48], [-1.19, -2.73, -1.64], [3.13, 1.20, -6.52], [-1.26, -3.58, 3.25], [0.17, 0.81, -5.61], [5.49, 0.18, -2.66], [-3.17, 4.05, 0.99], [2.21, 3.11, 7.26], [0.46, -2.52, -2.31], [1.08, 3.56, 0.95], [3.87, -3.19, 2.98], [-0.48, -1.22, 4.21], [-4.46, -1.38, 0.17], [0.76, 2.32, -2.10], [2.17, -2.77, 1.24], [3.98, -4.23, -1.05], [-3.88, -0.33, 5.05], [3.39, -2.62, 5.34], [-3.83, 2.14, 0.79], [3.09, 3.62, -6.09], [-5.92, 1.23, 1.64], [3.12, 2.86, -1.88], [1.32, 5.65, -0.27], [-2.92, 6.13, -0.26], [0.16, 4.20, 7.05], [-4.10, 2.04, -1.92], [-5.98, 0.01, 3.78], [-3.59, -4.32, 3.15], [1.23, -1.60, 5.94], [2.41, -2.31, -1.10]],
  "e_homo_ev": -6.96,
  "spin_multiplicity": 1,
  "gap_ev": 5.886,
  "charge": 0
}

---

{
  "formula": "C59H47BrMgN3O4P2S",
  "method": "ωB97M-V/def2-TZVPD",
  "symbols": ["Br", "S", "P", "P", "Mg", "O", "O", "O", "O", "N", "N", "N", "C", "C", "C", "C", "C", "C", "C", "C", "C", "C", "C", "C", "C", "C", "C", "C", "C", "C", "C", "C", "C", "C", "C", "C", "C", "C", "C", "C", "C", "C", "C", "C", "C", "C", "C", "C", "C", "C", "C", "C", "C", "C", "C", "C", "C", "C", "C", "C", "C", "C", "C", "C", "C", "C", "C", "C", "C", "C", "C", "H", "H", "H", "H", "H", "H", "H", "H", "H", "H", "H", "H", "H", "H", "H", "H", "H", "H", "H", "H", "H", "H", "H", "H", "H", "H", "H", "H", "H", "H", "H", "H", "H", "H", "H", "H", "H", "H", "H", "H", "H", "H", "H", "H", "H", "H", "H"],
  "positions_angstrom": [[-1.50, -4.84, -3.24], [2.09, -0.14, 0.62], [-0.17, -1.96, 1.12], [-0.04, 1.64, 1.62], [-0.36, -0.07, -0.75], [2.53, 0.89, -0.37], [0.46, 1.46, -1.76], [-2.02, 0.83, -0.40], [-1.44, -0.49, -2.41], [-2.49, 0.27, -2.40], [0.71, -1.68, -1.87], [-2.82, 0.95, -1.40], [-2.51, 0.99, 2.68], [1.24, 3.45, 3.28], [-5.46, 0.60, -4.54], [0.71, -4.58, 0.65], [-1.14, 5.76, -0.11], [-4.27, -4.07, 1.16], [1.78, -2.07, 4.72], [4.19, -1.45, -0.54], [-0.56, 3.26, 0.95], [-2.76, -0.01, -4.79], [-3.32, -4.46, 2.09], [5.51, 2.36, 4.95], [-0.82, -1.73, 3.82], [2.38, -2.89, 0.21], [0.52, -3.08, -4.27], [3.35, 3.27, 4.36], [4.27, -0.20, 2.37], [1.41, -2.02, -4.12], [-2.07, -3.87, 2.10], [2.62, 1.54, 2.73], [4.79, 1.50, 3.96], [-3.45, 0.72, 3.66], [2.83, -5.31, -0.16], [-3.58, 0.00, -5.91], [3.19, -3.96, -0.22], [5.14, 0.33, 3.34], [-0.24, -3.43, -3.17], [1.46, -1.35, -2.91], [-2.73, -2.48, 0.25], [4.52, 3.51, 5.27], [3.96, -6.16, -0.65], [0.40, 3.96, 0.22], [-1.83, 3.81, 1.11], [-0.87, 1.45, 4.36], [4.95, -2.53, -1.02], [-4.93, 0.30, -5.78], [-3.09, 0.80, 5.00], [5.01, -5.15, -1.16], [0.11, 5.21, -0.31], [1.52, -2.05, 3.36], [3.55, 2.08, 3.65], [1.41, 2.26, 2.58], [-3.31, 0.29, -3.55], [4.46, -3.80, -0.81], [1.07, -3.24, 0.66], [-0.56, -1.79, 5.17], [2.19, 3.98, 4.16], [1.57, -5.62, 0.28], [-1.22, 1.38, 3.02], [3.07, 0.37, 2.06], [-4.65, 0.61, -3.42], [0.22, -1.89, 2.90], [0.74, -1.96, 5.63], [-2.11, 5.06, 0.58], [-1.76, -2.87, 1.18], [-1.80, 1.15, 5.34], [-0.11, -2.71, -2.00], [-3.97, -3.09, 0.24], [2.98, -1.61, 0.08], [2.02, -1.71, -4.95], [-2.51, -1.70, -0.46], [1.22, -6.64, 0.34], [-1.35, -4.16, 2.85], [-1.36, 6.75, -0.48], [0.13, 1.72, 4.67], [4.59, -1.09, 1.84], [4.97, 4.49, 5.09], [5.89, -2.35, -1.51], [5.76, 1.79, 5.84], [-1.83, -1.59, 3.46], [-3.82, 0.57, 5.77], [-3.17, -0.21, -6.88], [5.16, -5.23, -2.24], [-3.09, 5.49, 0.72], [4.19, 3.49, 6.31], [0.31, 3.99, 3.14], [0.87, 5.75, -0.85], [0.23, 2.39, -1.70], [5.99, -5.30, -0.70], [-2.60, 3.27, 1.66], [-4.45, 0.43, 3.38], [1.37, 1.36, -1.38], [1.99, 4.91, 4.67], [6.43, 2.74, 4.52], [2.79, -2.20, 5.07], [4.57, -0.44, -0.67], [-5.04, 0.83, -2.44], [-6.51, 0.83, -4.43], [1.39, 3.54, 0.11], [3.63, -6.85, -1.42], [-2.78, 0.89, 1.63], [2.14, -0.52, -2.76], [-3.54, -5.23, 2.81], [-5.56, 0.30, -6.65], [-0.71, -2.99, -1.14], [6.07, -0.18, 3.56], [4.36, -6.76, 0.17], [-5.25, -4.53, 1.17], [0.94, -2.02, 6.68], [-1.71, -0.24, -4.87], [-1.51, 1.20, 6.38], [-4.70, -2.78, -0.50], [2.33, -2.20, 2.67], [-0.30, -4.84, 0.94], [0.41, -3.60, -5.21], [-1.38, -1.71, 5.87]],
  "e_homo_ev": -10.21,
  "spin_multiplicity": 1,
  "gap_ev": 7.963,
  "charge": 1
}

---

{
  "formula": "C59H47FGeMgO2P3S5",
  "method": "ωB97M-V/def2-TZVPD",
  "symbols": ["Ge", "S", "S", "S", "S", "S", "P", "P", "P", "Mg", "F", "O", "O", "C", "C", "C", "C", "C", "C", "C", "C", "C", "C", "C", "C", "C", "C", "C", "C", "C", "C", "C", "C", "C", "C", "C", "C", "C", "C", "C", "C", "C", "C", "C", "C", "C", "C", "C", "C", "C", "C", "C", "C", "C", "C", "C", "C", "C", "C", "C", "C", "C", "C", "C", "C", "C", "C", "C", "C", "C", "C", "C", "H", "H", "H", "H", "H", "H", "H", "H", "H", "H", "H", "H", "H", "H", "H", "H", "H", "H", "H", "H", "H", "H", "H", "H", "H", "H", "H", "H", "H", "H", "H", "H", "H", "H", "H", "H", "H", "H", "H", "H", "H", "H", "H", "H", "H", "H", "H"],
  "positions_angstrom": [[-1.60, 0.73, -1.88], [1.81, 2.77, 3.92], [-1.83, 0.76, 5.05], [0.94, -0.56, 4.96], [-0.89, 3.34, 4.46], [-3.67, 3.13, 4.96], [-2.68, -2.03, -0.38], [-1.35, 4.06, -1.39], [4.01, -2.39, 3.49], [3.06, 0.52, 4.49], [0.12, 0.94, -2.22], [-1.45, 7.22, -4.12], [-0.70, 5.06, -4.30], [-2.94, -3.11, -2.93], [-0.11, -5.68, 0.94], [3.26, -6.14, 2.40], [-2.21, 2.43, 4.76], [5.22, -0.17, 4.67], [-3.31, 5.98, -1.00], [-2.43, -3.19, -4.32], [5.08, 0.38, 0.53], [-0.65, 6.39, -4.03], [0.32, 2.08, 4.51], [5.09, -0.39, 1.62], [0.18, 4.22, -2.37], [-5.61, -2.68, -0.55], [-4.59, -1.87, -0.07], [-3.83, 7.28, -1.20], [-1.75, -1.07, -2.66], [-4.60, 2.10, -4.23], [-3.57, 1.38, -3.71], [5.54, -1.50, 4.30], [-1.10, 6.95, -1.21], [2.83, -1.15, 1.22], [-3.47, 4.15, -3.56], [-6.23, -0.13, 0.51], [3.54, -5.98, 1.06], [7.72, -1.20, 5.28], [-2.57, -2.16, -2.15], [-1.45, -2.13, -4.70], [-1.15, -5.84, 0.09], [0.30, 4.46, -3.72], [6.83, -1.87, 4.54], [-7.31, -0.92, 0.02], [2.71, 3.83, -3.73], [1.47, 4.26, -4.48], [-3.04, 8.41, -1.10], [0.12, -4.33, 1.34], [0.33, -7.84, 4.30], [-4.54, 3.50, -4.19], [-2.49, 3.38, -2.81], [3.84, 0.50, -0.32], [4.43, -4.00, 2.71], [-6.93, -2.10, -0.62], [3.90, -1.29, 2.09], [-1.67, -3.45, 0.13], [2.65, 3.61, -2.42], [7.54, 0.14, 5.60], [3.69, -5.07, 3.20], [1.40, 3.69, -1.79], [-2.59, 1.99, -2.94], [4.72, -3.92, 1.34], [-1.66, 8.24, -1.14], [-0.06, 0.80, 4.67], [-0.64, -3.19, 1.01], [6.32, 0.62, 5.13], [2.85, -0.22, 0.13], [-1.95, -4.80, -0.31], [-1.22, -1.09, -3.91], [4.24, -4.90, 0.50], [-4.92, -0.64, 0.42], [-1.91, 5.79, -1.07], [-1.92, 1.06, -0.39], [1.48, 4.64, -5.54], [-1.09, -6.99, -0.18], [-7.71, -2.71, -1.06], [-3.44, -3.97, -2.48], [-4.87, 7.29, -1.47], [-5.29, -3.52, -1.16], [-8.31, -0.51, 0.12], [6.20, 1.81, 5.25], [-0.99, 9.11, -1.19], [0.50, -6.62, 1.21], [-6.29, 0.88, 0.93], [3.44, 3.40, -1.72], [5.99, -0.41, 2.27], [0.46, 6.61, -3.86], [-2.48, -4.30, -4.54], [1.91, -1.58, 1.51], [6.88, -2.99, 4.46], [2.62, -6.88, 2.82], [5.98, 0.99, 0.60], [3.66, 3.74, -4.23], [0.35, -9.00, 4.04], [-2.85, -5.26, -0.75], [-3.98, 5.11, -1.05], [4.52, -5.02, -0.47], [-5.32, 4.13, -4.61], [-0.50, -0.33, -4.21], [-0.02, 6.73, -1.30], [1.28, 3.33, -0.76], [-0.66, -7.38, 4.00], [1.78, -0.16, -0.32], [-3.53, 9.39, -1.01], [0.61, -7.51, 5.37], [8.55, -1.79, 5.49], [-3.47, 5.24, -3.73], [-4.10, 0.01, 0.81], [3.71, 1.04, -1.22], [-3.27, -3.03, -5.05], [0.88, -4.00, 2.01], [3.25, -6.78, 0.32], [3.62, -4.93, 4.24], [-3.56, 0.29, -3.85], [-5.51, 1.66, -4.59], [8.29, 0.74, 6.00], [-0.34, -2.18, 1.19], [5.14, -3.07, 0.91], [-1.01, -2.38, -5.61]],
  "e_homo_ev": [-4.04, -4.04],
  "spin_multiplicity": 1,
  "gap_ev": [4.978, 5.052],
  "charge": -1
}